# C31H22IrN2O4S

A molecular structure, C31H22IrN2O4S at a distorted geometry (the ωB97M-V functional and the def2-TZVPD basis, OMol25).

```
61
Properties=species:S:1:pos:R:3:forces:R:3
Ir -0.900 -0.073 -0.480 -0.3 0.1 0.6
O -7.549 -0.956 -2.412 -0.2 0.2 0.0
C -7.159 -0.002 -1.726 0.5 0.0 0.2
O -7.679 1.047 -1.313 -0.2 -0.2 -0.1
C -5.665 -0.149 -1.270 -0.4 0.1 -0.1
C -5.209 0.537 -0.149 0.1 -0.1 0.0
C -3.888 0.428 0.223 0.1 -0.2 0.0
N -3.019 -0.319 -0.478 0.0 0.7 0.0
C -3.459 -0.994 -1.552 0.1 0.1 0.0
C -4.766 -0.944 -1.977 0.1 -0.2 0.2
C -2.392 -1.772 -2.260 -0.4 0.0 0.0
O -2.649 -2.658 -3.021 0.3 -0.1 -0.2
O -1.137 -1.397 -1.952 0.3 0.3 0.0
H -5.894 1.165 0.405 0.0 0.0 -0.1
H -3.492 0.941 1.091 0.1 0.1 -0.1
H -5.078 -1.522 -2.836 -0.1 0.0 0.0
C -1.288 -2.468 1.415 0.1 -0.1 0.1
C -0.855 -1.254 2.179 -0.3 -0.2 0.0
C -0.466 -1.346 3.533 -0.2 -0.1 0.0
C -0.058 -0.241 4.215 0.0 0.0 0.1
C -0.025 1.011 3.570 -0.1 0.0 -0.1
C 0.414 2.201 4.189 0.0 -0.1 0.1
C 0.414 3.371 3.485 0.0 0.1 -0.2
C -0.026 3.404 2.145 0.1 0.1 0.2
C -0.458 2.260 1.522 0.0 0.4 -0.2
S -1.044 2.239 -0.116 0.0 -0.7 -0.3
C -0.446 1.051 2.226 0.0 -0.1 0.5
N -0.857 -0.082 1.566 0.9 0.2 -0.5
H -1.164 -3.364 2.020 0.0 0.0 0.0
H -0.705 -2.584 0.499 0.0 -0.1 0.0
H -2.337 -2.381 1.129 0.0 0.0 0.0
H -0.503 -2.312 4.018 0.0 0.0 -0.1
H 0.239 -0.314 5.255 0.0 0.0 0.0
H 0.754 2.166 5.217 0.0 0.0 0.0
H 0.758 4.282 3.957 0.0 0.0 0.0
H -0.029 4.332 1.586 0.0 0.0 0.1
C 5.504 -2.682 -0.342 0.0 0.0 0.0
C 4.798 -2.783 0.852 0.0 0.0 0.0
C 3.628 -2.070 1.019 0.1 0.0 0.0
C 3.130 -1.246 -0.007 0.1 0.1 0.0
C 3.849 -1.167 -1.213 0.0 0.0 -0.1
C 5.029 -1.867 -1.366 0.0 0.0 0.0
C 1.875 -0.579 0.235 0.2 0.1 0.0
C 1.094 0.157 -0.641 -1.0 -0.2 -0.1
C 1.585 0.973 -1.737 0.3 0.1 0.0
C 0.958 0.952 -2.990 0.0 -0.1 0.1
C 1.454 1.720 -4.030 0.0 0.0 0.0
C 2.558 2.539 -3.828 0.0 0.0 0.0
C 3.152 2.614 -2.572 0.0 0.0 0.0
C 2.671 1.839 -1.535 0.0 -0.1 0.0
H 6.417 -3.247 -0.481 0.0 0.0 0.0
H 5.159 -3.425 1.645 0.0 0.0 0.0
H 3.081 -2.140 1.953 0.0 0.0 0.0
H 3.473 -0.565 -2.030 0.1 -0.1 0.1
H 5.580 -1.789 -2.295 0.0 0.0 0.0
H 1.461 -0.794 1.216 -0.1 -0.1 0.0
H 0.113 0.294 -3.150 0.0 0.0 0.0
H 0.978 1.681 -5.001 0.0 0.0 0.0
H 2.956 3.122 -4.648 0.0 0.0 0.0
H 3.996 3.271 -2.407 0.0 0.0 0.0
H 3.120 1.892 -0.549 0.0 0.0 -0.1
```
Forces are in eV/Å.

Values from the calculation:
* Kohn-Sham gap (alpha / beta): 5.85 / 4.06 eV
* highest occupied orbital energy (alpha / beta): -7.428 / -7.426 eV
* ΔE to the lowest compared entry with this formula, charge and spin: 0.0 kcal/mol
* multiplicity: 2

---

# H20O10

10 unconnected molecules or ions with the total composition H20O10 (the ωB97M-V functional and the def2-TZVPD basis, OMol25).

```
30
Properties=species:S:1:pos:R:3:forces:R:3
O -2.586 0.320 -0.512 -0.3 0.3 0.3
H -2.704 1.286 -0.511 -0.1 -0.2 -0.1
H -3.486 -0.032 -0.456 0.1 0.0 -0.2
O -1.641 2.055 1.808 0.0 0.1 -0.1
H -1.654 2.115 2.770 0.0 0.0 -0.1
H -2.168 1.274 1.618 0.0 -0.1 0.2
O 1.586 -3.972 -1.508 -0.1 0.0 0.0
H 2.189 -4.494 -0.968 0.0 0.1 0.0
H 1.732 -3.066 -1.212 0.1 -0.1 0.1
O 1.917 -2.623 1.350 -0.4 0.0 -0.3
H 1.510 -1.803 1.662 0.4 -0.2 0.3
H 1.297 -3.318 1.599 0.1 0.0 0.0
O 0.852 2.851 -2.613 -0.1 0.1 0.1
H 1.449 3.586 -2.432 0.0 -0.1 0.0
H 0.694 2.449 -1.752 0.1 0.0 -0.1
O -2.491 1.108 -3.470 0.0 -0.2 0.1
H -2.171 0.515 -2.779 0.0 0.1 -0.1
H -2.078 0.787 -4.279 0.0 0.1 0.1
O 1.829 -0.085 2.796 -0.1 0.2 -0.3
H 2.158 0.594 3.395 0.0 -0.1 0.0
H 1.518 0.403 2.021 -0.1 0.1 0.1
O -2.279 -0.982 2.384 0.0 0.0 -0.1
H -2.008 -1.905 2.446 0.0 0.1 0.0
H -2.276 -0.783 1.439 0.1 -0.1 0.0
O 3.160 1.192 -0.857 -0.1 0.0 0.1
H 3.424 1.176 0.069 0.0 -0.1 -0.1
H 2.227 0.930 -0.853 0.1 0.1 0.0
O 0.300 0.394 -0.429 -0.2 -0.1 0.2
H 0.349 -0.568 -0.370 0.0 0.1 -0.1
H -0.649 0.595 -0.355 0.5 -0.2 0.0
```
Forces are in eV/Å.

Values from the calculation:
* SMILES string: O.O.O.O.O.O.O.O.O.O
* Kohn-Sham gap: 10.64 eV
* highest occupied orbital energy: -10.929 eV
* ΔE to the lowest compared entry with this formula, charge and spin: 66.9 kcal/mol
* multiplicity: 1

---

Question: Which formula does entry 1 have?
Answer: C31H22IrN2O4S

---

Question: Which value of multiplicity does entry 2 give?
Answer: 1

---

Please write out number 2 again, unchanged.
# H20O10

10 unconnected molecules or ions with the total composition H20O10 (the ωB97M-V functional and the def2-TZVPD basis, OMol25).

```
30
Properties=species:S:1:pos:R:3:forces:R:3
O -2.586 0.320 -0.512 -0.3 0.3 0.3
H -2.704 1.286 -0.511 -0.1 -0.2 -0.1
H -3.486 -0.032 -0.456 0.1 0.0 -0.2
O -1.641 2.055 1.808 0.0 0.1 -0.1
H -1.654 2.115 2.770 0.0 0.0 -0.1
H -2.168 1.274 1.618 0.0 -0.1 0.2
O 1.586 -3.972 -1.508 -0.1 0.0 0.0
H 2.189 -4.494 -0.968 0.0 0.1 0.0
H 1.732 -3.066 -1.212 0.1 -0.1 0.1
O 1.917 -2.623 1.350 -0.4 0.0 -0.3
H 1.510 -1.803 1.662 0.4 -0.2 0.3
H 1.297 -3.318 1.599 0.1 0.0 0.0
O 0.852 2.851 -2.613 -0.1 0.1 0.1
H 1.449 3.586 -2.432 0.0 -0.1 0.0
H 0.694 2.449 -1.752 0.1 0.0 -0.1
O -2.491 1.108 -3.470 0.0 -0.2 0.1
H -2.171 0.515 -2.779 0.0 0.1 -0.1
H -2.078 0.787 -4.279 0.0 0.1 0.1
O 1.829 -0.085 2.796 -0.1 0.2 -0.3
H 2.158 0.594 3.395 0.0 -0.1 0.0
H 1.518 0.403 2.021 -0.1 0.1 0.1
O -2.279 -0.982 2.384 0.0 0.0 -0.1
H -2.008 -1.905 2.446 0.0 0.1 0.0
H -2.276 -0.783 1.439 0.1 -0.1 0.0
O 3.160 1.192 -0.857 -0.1 0.0 0.1
H 3.424 1.176 0.069 0.0 -0.1 -0.1
H 2.227 0.930 -0.853 0.1 0.1 0.0
O 0.300 0.394 -0.429 -0.2 -0.1 0.2
H 0.349 -0.568 -0.370 0.0 0.1 -0.1
H -0.649 0.595 -0.355 0.5 -0.2 0.0
```
Forces are in eV/Å.

Values from the calculation:
* SMILES string: O.O.O.O.O.O.O.O.O.O
* Kohn-Sham gap: 10.64 eV
* highest occupied orbital energy: -10.929 eV
* ΔE to the lowest compared entry with this formula, charge and spin: 66.9 kcal/mol
* multiplicity: 1